Here is a cluster of 9 separate species, C36H99N9O9 in total from the Open Molecules 2025 dataset. Energies are from the ωB97M-V functional and the def2-TZVPD basis.

```
153
Properties=species:S:1:pos:R:3:forces:R:3:mulliken_charge:R:1
C -5.209906 1.599771 2.090596 0.2350 -0.0078 -0.0526 -0.582
O -6.536905 1.711799 1.652483 -0.0575 -0.1900 -0.3657 -0.315
C -7.255403 2.588014 2.486864 0.0086 -0.1976 0.1558 -0.712
C -8.714530 2.585343 2.070887 0.6733 0.5946 -0.5336 0.381
C -8.912795 3.391325 0.791756 0.1244 0.6274 -0.2912 -1.317
N -9.465958 3.132828 3.187300 -0.4889 -0.5571 0.2107 -0.697
H -5.216387 1.260767 3.133541 0.3403 0.3165 0.0656 0.311
H -4.697228 2.558950 1.937622 0.0951 -0.0264 0.4702 0.300
H -4.650486 0.863203 1.514591 -0.3731 -0.1180 -0.2247 0.152
H -7.214508 2.233011 3.527691 0.1227 0.1206 -0.0666 0.414
H -6.816329 3.600187 2.431233 -0.1143 -0.0612 0.0923 0.292
H -8.926910 1.533003 1.867831 -0.4713 0.0470 0.3398 0.282
H -8.256505 3.086334 -0.028468 -0.1606 -0.2580 0.0909 0.344
H -8.669538 4.448952 0.977702 0.0244 -0.1764 0.1357 0.292
H -9.951869 3.400948 0.452515 0.0458 -0.2799 -0.0182 0.348
H -9.176771 4.083544 3.381113 -0.0212 0.0532 -0.0950 0.251
H -10.455630 3.147024 2.969809 0.0345 0.1071 0.0815 0.263
C 0.615150 -0.535292 -4.231131 1.0908 -0.7262 -0.5277 -1.019
O 0.879517 -1.696283 -3.433538 -0.5552 0.6089 -0.2693 0.144
C 1.646898 -2.710466 -4.040547 0.4977 0.2863 -0.1370 -1.286
C 1.544525 -3.965600 -3.194592 0.8778 -1.6117 -0.4125 2.129
C 2.291704 -3.893523 -1.870013 0.2985 1.1156 -0.0723 -1.281
N 2.088966 -5.150229 -3.917587 -0.3883 -0.0569 -0.5707 -0.809
H 0.326976 -0.839671 -5.249110 -0.2427 0.0657 0.2539 0.369
H 1.538784 0.056651 -4.351595 -0.2769 0.0175 0.2133 0.223
H -0.162798 0.057197 -3.766253 -0.0758 -0.0215 0.1446 0.246
H 1.353584 -2.930908 -5.081333 -0.4396 0.1546 0.2564 0.351
H 2.702622 -2.379927 -4.122731 -0.1564 -0.1597 0.1753 0.199
H 0.500482 -4.248162 -3.010469 -0.0139 0.4250 -0.0569 -0.780
H 1.807660 -3.205657 -1.170715 -0.1107 -0.2587 0.0478 -0.252
H 3.286468 -3.451499 -2.011028 0.0220 -0.1524 -0.2052 0.544
H 2.438642 -4.874467 -1.439775 -0.2440 -0.1661 0.1559 0.576
H 3.084953 -5.167404 -4.114813 -0.0091 0.4823 0.4064 0.236
H 1.642748 -5.291944 -4.826750 -0.0757 0.1206 0.4474 0.256
C 0.112954 3.926154 3.155245 -0.2961 -0.9701 -0.4711 -0.519
O -0.136269 4.306179 4.453172 -0.6459 0.6028 0.7399 -0.399
C 1.004771 4.225476 5.261949 0.2764 -0.2944 -1.1108 -0.531
C 0.643261 4.698924 6.613688 -0.5241 0.5216 1.8942 0.456
C -0.107020 3.644157 7.433216 -0.6694 -0.5536 -0.1005 -1.385
N -0.123628 5.972318 6.511659 0.0543 -0.5991 -0.3749 -0.721
H 0.377618 2.858436 3.159024 0.4279 0.0629 -0.3801 0.058
H 0.885870 4.544985 2.700360 0.1299 -0.0544 -0.2312 0.353
H -0.819738 3.981855 2.600784 -0.0456 0.2896 -0.1514 0.296
H 1.337105 3.174322 5.250327 0.2157 0.1279 0.2907 0.267
H 1.810214 4.845269 4.841336 -0.0599 0.0045 -0.0439 0.344
H 1.576323 4.903694 7.152604 -0.0604 0.1760 -0.1142 0.247
H -0.473231 4.051202 8.376843 0.1703 0.1289 0.0333 0.372
H 0.454814 2.729983 7.674406 0.2107 0.3560 -0.1672 0.342
H -1.002550 3.299955 6.897590 0.1321 0.1518 -0.0545 0.288
H -0.442568 6.273360 7.423078 0.2142 -0.0631 0.1895 0.270
H -0.980394 5.779921 5.985227 0.4330 0.0772 0.0218 0.276
C 4.901707 0.113905 -2.150350 1.1757 -0.3419 0.4287 -0.502
O 5.047374 1.151005 -1.198229 -0.2275 -0.1242 -0.3413 -0.576
C 3.848228 1.374521 -0.479917 0.2544 -0.3335 0.3803 0.739
C 4.072374 2.561729 0.418014 0.0421 1.0567 -0.1856 -0.016
C 2.909371 2.725440 1.385352 0.4535 -1.1924 -0.0176 -0.661
N 4.191543 3.785218 -0.422716 0.5604 -0.3724 0.2584 -0.628
H 4.542341 -0.803895 -1.663896 -0.6534 0.2081 -0.2318 0.098
H 5.909483 -0.190000 -2.470268 -0.1737 0.4715 -0.1263 0.370
H 4.334211 0.452508 -3.018738 -0.3024 -0.2744 0.0608 0.221
H 2.984477 1.509963 -1.146075 0.1147 0.1463 -0.0341 0.296
H 3.651471 0.505464 0.168670 -0.1099 -0.0941 -0.1675 -0.642
H 4.997774 2.348112 0.984264 -0.1731 0.0918 -0.0955 0.250
H 3.087707 3.478883 2.147327 -0.1439 0.3306 -0.1988 0.659
H 2.813410 1.769083 1.920749 0.0521 0.4565 -0.0588 -0.558
H 1.988605 2.846269 0.822232 -0.1352 0.4242 0.1604 0.033
H 4.392858 4.592313 0.168008 -0.1804 -0.1956 -0.0693 0.251
H 5.018161 3.693412 -1.021160 -0.3951 -0.0413 0.0957 0.257
C -2.083307 -4.804603 -6.069947 -0.2932 0.3833 -1.1448 -0.765
O -2.291164 -5.088933 -4.743947 0.5038 -0.5804 0.7391 -0.352
C -2.807577 -3.979089 -4.079764 -0.6256 0.4396 -0.0529 -0.572
C -3.182958 -4.365347 -2.683443 0.6405 -0.4187 0.6794 1.486
C -4.205741 -5.485467 -2.602241 -0.6786 0.5978 0.1551 -1.707
N -3.622708 -3.178890 -1.925882 0.8667 -0.3409 0.4098 -0.905
H -3.052319 -4.636067 -6.567256 0.1322 -0.0994 -0.1722 0.346
H -1.571928 -5.638222 -6.534451 0.0804 -0.1474 -0.1224 0.275
H -1.504479 -3.880956 -6.225068 0.1612 -0.0930 0.1042 0.236
H -2.069978 -3.161520 -4.075379 -0.0373 0.0403 0.0389 -0.072
H -3.705019 -3.633043 -4.620193 0.0430 0.1734 0.1274 0.551
H -2.277537 -4.784609 -2.196545 0.0407 0.1485 -0.3218 -0.489
H -4.353630 -5.700084 -1.538450 -0.0148 -0.2959 -0.1393 0.453
H -3.920523 -6.381380 -3.142107 0.2371 -0.0696 0.0456 0.367
H -5.178980 -5.155287 -2.985920 0.1091 0.0337 -0.0303 0.338
H -2.736517 -2.632136 -1.759728 -1.0621 -0.5828 -0.1137 0.222
H -3.791813 -3.602663 -1.003013 -0.2400 0.6838 -0.1885 0.321
C -0.985551 -3.409602 3.664266 0.0805 0.0796 0.5283 -0.287
O -0.829843 -4.473810 2.782557 0.8199 -0.8006 -0.3205 -0.339
C 0.556500 -4.795209 2.581471 -0.8706 0.8105 -0.3987 -0.183
C 0.667334 -5.870646 1.556392 0.6425 -1.2040 -0.9203 0.042
C 0.008106 -5.468131 0.223859 0.0406 0.8755 0.6116 -0.124
N 0.259105 -7.225189 2.026763 -0.6255 0.8634 0.1533 -0.781
H -0.617806 -3.655297 4.673727 -0.1398 -0.0864 -0.0397 0.338
H -2.054278 -3.230619 3.700077 -0.0791 0.4029 0.1555 0.299
H -0.404656 -2.540734 3.344416 -0.2278 0.1680 -0.1101 -0.265
H 1.035688 -3.925895 2.091569 0.0626 -0.0313 0.6637 -0.158
H 1.036468 -5.035238 3.538918 0.0090 -0.0307 -0.1197 0.516
H 1.749582 -5.913647 1.336066 -0.1823 -0.1508 0.1577 0.339
H 0.207405 -4.400234 0.041522 0.0960 -0.4278 0.0319 -0.855
H -1.079155 -5.544956 0.276778 0.0574 -0.2983 -0.1498 0.425
H 0.454265 -6.007728 -0.607071 -0.3032 -0.2696 -0.0876 0.563
H -0.591531 -7.093087 2.587203 0.3599 -0.0900 -0.1227 0.323
H -0.072640 -7.750870 1.221338 0.2212 -0.0448 0.0577 0.297
C -0.192762 2.022866 -0.532545 -1.1014 1.0360 -1.4603 -0.958
O -0.025882 1.085683 0.454498 0.8579 -0.7889 0.6586 0.215
C 0.167404 -0.244215 -0.021121 -0.0350 -0.0040 -0.1207 0.427
C -1.150908 -0.867367 -0.474633 0.8878 -1.5673 -0.2142 0.678
C -2.033137 -1.106797 0.728281 -0.4371 0.8711 0.8257 -1.319
N -0.903012 -2.184930 -1.133400 0.7526 0.6493 -0.5021 0.780
H -1.094693 1.824136 -1.136369 0.0539 -0.0065 0.0755 0.356
H 0.611441 2.141059 -1.274312 0.3564 -0.3218 0.3668 0.155
H -0.368789 2.999551 -0.084170 0.1558 0.0147 0.2415 0.431
H 0.902189 -0.312597 -0.839894 -0.0604 0.3665 0.0402 -0.029
H 0.580824 -0.806008 0.827313 -0.1576 -0.0609 -0.5721 -0.663
H -1.577641 -0.239532 -1.257778 -0.4168 0.0897 0.2741 0.643
H -2.990599 -1.571206 0.499864 -0.0123 0.0831 -0.1783 0.631
H -2.205473 -0.152875 1.253081 -0.2278 -0.1235 -0.3112 0.152
H -1.558910 -1.707814 1.516556 0.2381 -0.2438 -0.5371 -0.224
H -0.385259 -2.791244 -0.497809 -0.2576 0.1811 -0.0724 -0.850
H -0.303326 -2.068235 -1.982201 -0.5992 -0.0437 0.9598 -0.079
C 1.226489 -0.270420 2.962381 1.2890 -0.1961 0.1862 -0.730
O 1.790858 -1.591466 2.859343 -0.6600 0.6089 -0.1253 0.299
C 3.009216 -1.803926 3.547934 -0.6838 -0.3505 1.0847 -1.364
C 4.189863 -1.500166 2.671230 0.5718 0.2379 -1.3390 1.647
C 4.206227 -2.371628 1.403991 -0.0902 -0.0284 0.6632 -1.220
N 5.470130 -1.633871 3.363370 0.1409 0.6011 0.7421 -0.829
H 1.168228 -0.006150 4.025313 -0.2720 0.1423 -0.1555 0.717
H 0.271129 -0.237062 2.447915 -0.1206 -0.1801 0.5876 0.191
H 1.863006 0.460623 2.434690 -0.3119 -0.3586 0.3610 0.089
H 3.045107 -1.264815 4.518320 -0.0366 0.3441 -0.5081 0.348
H 2.938124 -2.844768 3.896689 0.5167 -0.0507 -0.4941 0.202
H 4.089321 -0.470472 2.284770 -0.3101 0.0451 0.2602 -0.381
H 5.128529 -2.168329 0.858941 -0.0898 -0.0398 -0.1992 0.515
H 3.332084 -2.149598 0.794339 0.0498 0.0243 -0.1447 -0.181
H 4.177199 -3.431467 1.669881 0.0920 0.0142 -0.0194 0.390
H 5.482246 -0.971516 4.149604 -0.0900 -0.4767 -0.1352 0.315
H 6.212727 -1.263389 2.769510 -0.1906 -0.3558 -0.0914 0.315
C 0.267849 5.007978 -3.210705 1.6889 -0.5276 -0.0875 -0.525
O 1.028364 4.172969 -4.132065 -1.2419 -0.0102 0.8694 -0.181
C 1.591723 4.857030 -5.223481 0.2352 0.3584 0.2660 -0.800
C 2.859781 5.615014 -4.823520 -0.0731 -0.6110 -0.6275 0.618
C 3.517922 6.178077 -6.071957 0.2324 1.2991 0.2073 -1.593
N 3.804137 4.769057 -4.118654 -0.0562 0.2247 0.7892 -0.475
H -0.145806 4.366346 -2.429248 -0.1959 -0.1650 -0.4380 -0.034
H -0.512597 5.573630 -3.730884 0.1932 0.0210 0.1335 0.335
H 1.006104 5.627888 -2.665047 -0.6221 0.2978 -0.3677 0.315
H 1.852037 4.089604 -5.952566 -0.1166 0.0062 -0.1713 0.255
H 0.880363 5.585185 -5.640593 -0.0640 -0.2165 -0.1568 0.336
H 2.517938 6.435221 -4.181759 0.3408 0.0654 0.0692 0.173
H 4.003237 5.428490 -6.694490 -0.2057 -0.2089 -0.0116 0.398
H 4.285933 6.909590 -5.789482 0.0817 -0.3001 0.0654 0.372
H 2.828934 6.784274 -6.673205 -0.1117 -0.4171 -0.0072 0.390
H 4.523264 4.345829 -4.675239 -0.0101 -0.0355 -0.3890 0.245
H 3.368200 4.073013 -3.524075 -0.0377 0.1714 -0.0664 0.161
```
Forces are in eV/Å.

Computed properties:
E_HOMO   -8.68 eV
Energy relative to the best compared isomer or geometry (same formula, charge and spin)   141.6 kJ/mol
E   -2600.78050 a.u.
SMILES string   COC[C@H](C)N.COC[C@H](C)N.COC[C@H](C)N.COC[C@H](C)N.COC[C@H](C)N.COC[C@H](C)N.COC[C@H](C)N.COC[C@H](C)N.COC[C@H](C)N
Net charge   0
LUMO level   0.5 eV